DFT (ωB97M-V/def2-TZVPD) results for a cluster of 2 separate species, C15H27FN2O8PS in total at a distorted geometry.

Positions of all 55 atoms, in Å:
C: -2.585 2.884 -2.577
C: -1.880 3.121 -1.080
N: -0.644 2.246 -1.069
C: -0.381 1.652 0.320
C: -0.192 0.025 0.077
C: 0.421 -0.781 1.365
C: 1.907 -1.377 0.880
C: 1.804 -2.464 -0.343
C: 2.535 -1.846 -1.714
S: 1.256 -2.073 -3.111
C: 0.722 0.141 2.687
N: 1.328 -0.604 3.862
C: 1.337 0.322 5.090
O: -0.439 -1.951 1.600
C: -1.517 -1.675 2.562
O: -1.618 -2.535 3.610
C: -2.633 -0.478 2.471
C: -4.119 -1.050 2.939
O: -4.799 -0.326 3.868
F: -4.740 -2.272 2.373
C: 0.582 2.956 -1.600
C: 1.196 4.379 -1.064
O: 1.272 2.333 -2.595
H: -1.691 3.023 -3.354
H: -2.944 1.768 -2.657
H: -3.440 3.668 -2.766
H: -2.696 2.820 -0.286
H: -1.604 4.258 -1.018
H: 0.620 2.161 0.695
H: -1.251 1.876 1.090
H: -1.287 -0.395 -0.137
H: 0.402 -0.116 -0.927
H: 2.482 -1.825 1.825
H: 2.531 -0.431 0.534
H: 0.704 -2.803 -0.604
H: 2.470 -3.388 -0.036
H: 3.518 -2.441 -1.992
H: 2.829 -0.718 -1.607
H: 1.895 -2.024 -4.368
H: -0.216 0.805 3.010
H: 1.544 0.939 2.352
H: 0.750 -1.418 4.166
H: 2.392 0.810 5.237
H: 0.513 1.159 5.033
H: 1.074 -0.361 6.020
H: -2.775 -0.006 1.409
H: -2.350 0.351 3.282
H: 1.261 5.105 -1.979
H: 0.584 4.831 -0.163
H: 2.316 4.151 -0.728
O: -0.278 -3.396 -6.564
P: 0.711 -4.485 -6.116
O: 2.133 -3.901 -6.075
O: 0.666 -5.657 -7.111
O: 0.322 -4.987 -4.716

Output
HOMO energy: 3.73 eV
Net charge: -3
LUMO energy: 5.0 eV
Gap between HOMO and LUMO: 1.304 eV

DFT (ωB97M-V/def2-TZVPD) results for the molecule C5H10N2O2 at a distorted geometry.

Positions of all 19 atoms, in Å:
C: 1.808 0.560 -0.136
C: -2.158 0.318 -0.234
C: -1.285 -0.820 -0.601
C: -1.525 1.701 -0.408
C: 2.707 -0.586 -0.074
N: -0.066 -0.844 0.233
N: 0.506 0.400 0.003
O: 2.274 1.834 -0.208
O: -1.653 2.579 0.380
H: -2.942 0.486 -1.037
H: -2.577 0.138 0.723
H: -1.775 -1.757 -0.329
H: -0.936 -0.867 -1.671
H: -0.814 1.740 -1.338
H: 2.259 -1.349 -0.728
H: 2.674 -0.981 0.938
H: 3.681 -0.424 -0.314
H: 0.619 -1.575 0.093
H: 1.491 2.333 0.114

Output
HOMO energy: -8.41 eV
LUMO energy: 0.7 eV
Gap between HOMO and LUMO: 9.146 eV
SMILES string: C/C(O)=N\NCCC=O

DFT (ωB97M-V/def2-TZVPD) results for the molecule C6H10O at a distorted geometry.

Positions of all 17 atoms, in Å:
C: -2.102 -0.199 0.052
C: -1.281 1.017 -0.010
C: -0.039 1.079 0.674
C: 0.759 0.193 -0.418
C: 0.736 -1.240 -0.467
C: 2.202 -0.212 0.023
O: 3.185 0.023 -0.666
H: -3.146 -0.017 -0.220
H: -2.064 -0.675 1.038
H: -1.677 -0.958 -0.657
H: -1.495 1.756 -0.779
H: 0.449 2.053 0.718
H: 0.012 0.552 1.631
H: 0.834 0.687 -1.384
H: 0.730 -1.764 -1.417
H: 0.631 -1.833 0.436
H: 2.261 -0.429 1.106

Output
HOMO energy (alpha / beta): -7.51 / -7.82 eV
LUMO energy (alpha / beta): -0.4 / 0.4 eV
Gap between HOMO and LUMO (alpha / beta): 7.136 / 8.260 eV

DFT (ωB97M-V/def2-TZVPD) results for a cluster of 2 separate species, C7H13N2O3S in total at a distorted geometry.

Positions of all 26 atoms, in Å:
C: -2.601 -2.868 -1.264
C: 1.810 -0.424 -0.956
C: 1.073 2.473 0.550
C: 0.970 0.102 2.530
C: -2.505 -1.505 -1.805
C: -1.054 -0.938 -1.627
C: -0.662 -1.273 -0.269
N: -2.489 -4.020 -1.348
N: 1.017 0.104 0.117
O: 2.197 -1.558 -0.788
O: 0.435 1.285 0.013
O: 1.584 -0.316 1.316
S: -0.007 -2.802 0.123
H: 1.673 0.274 -1.819
H: 2.112 2.075 0.882
H: 0.640 2.940 1.446
H: 1.164 3.238 -0.262
H: 1.796 0.172 3.270
H: 0.264 -0.669 3.001
H: 0.560 1.133 2.584
H: -3.208 -0.707 -1.401
H: -2.568 -1.482 -2.950
H: -1.164 0.119 -1.931
H: -0.497 -1.439 -2.365
H: -1.316 -0.923 0.580
H: 0.320 -2.976 -1.189

Output
HOMO energy (alpha / beta): -13.32 / -13.32 eV
Net charge: +1
LUMO energy (alpha / beta): -4.7 / -4.7 eV
Gap between HOMO and LUMO (alpha / beta): 8.608 / 8.609 eV

DFT (ωB97M-V/def2-TZVPD) results for a structure of composition C2F2O4S at a distorted geometry.

Positions of all 9 atoms, in Å:
C: 0.620 0.189 -1.203
C: 0.273 0.758 0.436
O: 1.187 0.713 -2.127
O: -0.008 -1.796 1.204
O: -2.070 -0.702 0.487
O: -0.073 -0.901 -1.159
F: -0.495 1.809 0.653
F: 1.249 0.768 1.299
S: -0.684 -0.838 0.410

Output
HOMO energy: -11.29 eV
LUMO energy: 0.3 eV
Gap between HOMO and LUMO: 11.564 eV

DFT (ωB97M-V/def2-TZVPD) results for a structure of composition C3H5NO2 at a distorted geometry.

Positions of all 11 atoms, in Å:
C: 0.415 0.405 -0.204
C: -0.596 0.110 0.854
C: -0.810 0.641 -0.973
H: 0.809 -1.810 -0.433
H: 2.064 -0.871 0.312
H: 1.200 1.073 -0.094
H: -1.089 -1.000 1.019
H: -0.370 0.457 2.015
N: 1.165 -0.824 -0.415
O: -1.647 0.905 -0.009
O: -1.142 0.914 -2.072

Output
HOMO energy: -9.49 eV
LUMO energy: 0.4 eV
Gap between HOMO and LUMO: 9.935 eV

DFT (ωB97M-V/def2-TZVPD) results for the molecule CH5N3S at a distorted geometry.

Positions of all 10 atoms, in Å:
C: -0.559 0.812 0.014
H: -2.873 0.357 -0.505
H: -2.697 -1.222 -0.482
H: -1.176 1.732 0.098
H: 1.176 1.691 0.572
H: 0.952 -1.083 0.874
N: -2.542 -0.392 0.068
N: -1.107 -0.341 0.083
N: 0.849 0.979 -0.109
S: 1.723 -0.504 -0.058

Output
HOMO energy: -8.80 eV
LUMO energy: 0.9 eV
Gap between HOMO and LUMO: 9.675 eV
SMILES string: N/N=C/NS

DFT (ωB97M-V/def2-TZVPD) results for a cluster of 2 separate species, C8H10O2 in total at a distorted geometry.

Positions of all 20 atoms, in Å:
C: 2.377 1.418 1.071
C: 3.350 0.490 0.783
C: -0.062 -2.436 -0.389
C: -0.295 -2.087 0.833
C: 2.432 0.739 -0.288
C: -0.134 -0.962 -0.129
C: -1.273 1.087 -1.057
C: -1.351 -0.363 -0.761
O: -0.667 1.821 0.113
O: -2.553 -0.563 0.115
H: 2.008 2.179 1.784
H: 4.106 -0.027 1.422
H: -0.212 -3.219 -1.053
H: -0.371 -2.204 1.872
H: 0.488 -0.269 -0.356
H: -0.620 1.356 -1.917
H: -2.283 1.510 -1.360
H: -1.669 -0.752 -1.709
H: -0.930 2.775 -0.049
H: -2.341 -0.494 1.076

Output
HOMO energy: -8.80 eV
LUMO energy: 0.9 eV
Gap between HOMO and LUMO: 9.659 eV
SMILES string: OC[C@H](O)C1C=C1.C1=CC=1

DFT (ωB97M-V/def2-TZVPD) results for the molecule C19H19Cl2N3O2.

Positions of all 45 atoms, in Å:
O: -2.837 -2.134 -1.360
C: -2.274 -1.148 -0.929
N: -2.633 0.109 -1.268
H: -2.171 0.897 -0.844
C: -3.767 0.386 -2.128
C: -4.939 0.901 -1.338
C: -5.439 2.187 -1.511
N: -6.452 2.678 -0.821
C: -7.022 1.907 0.088
C: -6.609 0.608 0.350
C: -5.548 0.099 -0.378
H: -5.190 -0.908 -0.216
H: -7.106 0.013 1.100
H: -7.846 2.354 0.628
H: -5.007 2.856 -2.246
H: -3.473 1.109 -2.895
H: -4.025 -0.566 -2.604
C: -1.071 -1.230 0.002
C: 0.150 -1.684 -0.817
H: -0.169 -2.413 -1.563
H: 0.575 -0.825 -1.339
C: 1.199 -2.324 0.110
N: 1.063 -1.806 1.450
C: 1.808 -0.814 1.975
O: 1.590 -0.314 3.061
C: 2.982 -0.364 1.144
C: 4.222 -0.979 1.265
C: 5.320 -0.509 0.568
C: 5.180 0.598 -0.255
C: 3.959 1.241 -0.385
C: 2.872 0.753 0.322
Cl: 1.353 1.554 0.178
H: 3.856 2.106 -1.020
Cl: 6.540 1.192 -1.132
H: 6.279 -0.993 0.665
H: 4.321 -1.834 1.916
C: -0.162 -2.207 2.116
C: -1.328 -2.242 1.121
H: -2.258 -2.006 1.638
H: -1.440 -3.230 0.673
H: -0.342 -1.477 2.909
H: -0.021 -3.190 2.579
H: 2.207 -2.139 -0.262
H: 1.044 -3.406 0.162
H: -0.873 -0.251 0.447

Output
HOMO energy: -9.41 eV
LUMO energy: 0.4 eV
Gap between HOMO and LUMO: 9.831 eV
SMILES string: O=C(NCc1cccnc1)C1CCN(C(=O)c2ccc(Cl)cc2Cl)CC1

DFT (ωB97M-V/def2-TZVPD) results for a structure of composition C13H26N6O6Sm at a distorted geometry.

Positions of all 52 atoms, in Å:
O: -2.664 -1.124 -2.301
H: -3.224 -1.260 -3.086
Sm: -1.201 -0.288 -0.740
N: -1.101 0.040 1.850
N: -2.802 0.975 0.406
N: 0.875 -1.649 0.095
N: 0.051 -1.627 -2.343
O: -0.409 -0.669 2.714
O: 1.464 -1.452 1.308
O: -0.354 -1.777 -3.680
O: -2.847 1.509 -0.782
C: -2.522 1.796 1.471
C: -1.605 1.203 2.363
C: 1.750 -2.118 -0.826
C: 1.285 -2.098 -2.181
C: -1.173 1.787 3.666
H: -0.125 2.133 3.645
H: -1.278 1.057 4.482
H: -1.789 2.666 3.893
C: -3.144 3.121 1.620
H: -4.118 3.109 1.124
H: -2.540 3.914 1.162
H: -3.281 3.354 2.677
C: 3.124 -2.577 -0.520
C: 2.069 -2.512 -3.381
H: 3.229 -2.685 0.561
H: 3.871 -1.858 -0.884
H: 3.321 -3.527 -1.039
H: 1.680 -2.027 -4.290
H: 2.028 -3.603 -3.550
H: 3.125 -2.234 -3.244
H: 0.662 -1.067 1.942
H: -1.312 -1.585 -3.613
C: -2.988 -2.024 -1.165
H: -3.374 -1.452 -0.287
H: -2.097 -2.635 -0.855
H: -3.760 -2.723 -1.533
O: -1.766 -3.263 2.496
H: -1.199 -3.895 2.030
H: -1.282 -2.393 2.506
C: 3.128 3.198 0.982
N: 2.216 2.476 0.109
C: 2.284 2.564 -1.273
C: 1.242 1.829 -1.747
N: 0.513 1.346 -0.675
C: 1.144 1.726 0.436
H: 4.160 2.957 0.670
H: 2.952 4.285 0.863
H: 2.963 2.896 2.024
H: 3.035 3.125 -1.798
H: 0.923 1.585 -2.751
H: 0.854 1.470 1.446

Output
HOMO energy (alpha / beta): -10.17 / -9.95 eV
<S²>: 9.13
Net charge: +1
LUMO energy (alpha / beta): -4.0 / -3.9 eV
Gap between HOMO and LUMO (alpha / beta): 6.216 / 6.055 eV
2S+1: 6

DFT (ωB97M-V/def2-TZVPD) results for a cluster of 2 separate species, CH7N2O in total.

Positions of all 11 atoms, in Å:
N: -0.578 -2.249 1.135
H: -0.135 -2.712 1.913
H: -0.158 -1.329 0.819
H: -1.573 -2.253 1.243
N: 0.616 1.662 -1.534
C: 0.065 1.178 -0.248
O: 0.600 0.025 0.189
H: 1.622 1.622 -1.400
H: 0.395 0.931 -2.200
H: 0.189 2.010 0.484
H: -1.043 1.114 -0.400

Output
HOMO energy: -2.77 eV
Net charge: -1
LUMO energy: 4.9 eV
Gap between HOMO and LUMO: 7.676 eV

DFT (ωB97M-V/def2-TZVPD) results for the ion C21H38N with charge +1 at a distorted geometry.

Positions of all 60 atoms, in Å:
C: 9.650 -2.467 -0.443
C: 9.088 -1.086 -0.134
C: 7.562 -1.077 -0.153
C: 6.988 0.304 0.154
C: 5.461 0.304 0.136
C: 4.889 1.688 0.438
C: 3.364 1.696 0.550
C: 2.666 1.412 -0.778
C: 1.151 1.604 -0.718
C: 0.454 0.593 0.190
C: -1.067 0.682 0.082
C: -1.752 -0.325 1.003
C: -3.279 -0.242 0.973
C: -3.861 -0.656 -0.379
C: -5.366 -0.920 -0.338
H: -5.584 -1.672 0.423
H: -5.688 -1.315 -1.305
C: -6.160 0.358 -0.033
N: -7.584 0.083 -0.062
C: -8.199 -0.353 1.046
C: -9.534 -0.694 1.035
C: -10.255 -0.587 -0.149
C: -9.598 -0.136 -1.288
C: -8.261 0.188 -1.213
H: -7.715 0.542 -2.075
H: -10.119 -0.037 -2.227
H: -11.301 -0.846 -0.182
H: -10.004 -1.038 1.943
H: -7.604 -0.421 1.945
H: -5.925 1.122 -0.776
H: -5.889 0.733 0.955
H: -3.373 -1.578 -0.700
H: -3.648 0.108 -1.126
H: -3.675 -0.904 1.747
H: -3.577 0.781 1.215
H: -1.417 -0.147 2.027
H: -1.442 -1.335 0.728
H: -1.388 1.693 0.345
H: -1.357 0.497 -0.954
H: 0.748 0.765 1.226
H: 0.773 -0.416 -0.084
H: 0.926 2.616 -0.374
H: 0.748 1.503 -1.730
H: 3.072 2.085 -1.537
H: 2.878 0.389 -1.094
H: 3.047 2.679 0.908
H: 3.062 0.957 1.294
H: 5.311 2.041 1.382
H: 5.200 2.386 -0.343
H: 5.092 -0.408 0.878
H: 5.119 -0.030 -0.845
H: 7.357 1.022 -0.581
H: 7.340 0.629 1.136
H: 7.212 -1.402 -1.136
H: 7.190 -1.796 0.581
H: 9.461 -0.368 -0.868
H: 9.439 -0.763 0.849
H: 9.307 -3.193 0.290
H: 9.328 -2.799 -1.428
H: 10.737 -2.450 -0.425

Output
HOMO energy: -11.68 eV
Net charge: +1
LUMO energy: -4.3 eV
Gap between HOMO and LUMO: 7.332 eV
SMILES string: CCCCCCCCCCCCCCCC[n+]1ccccc1